1.
C53H48BaN2O7PSeTe | ωB97M-V/def2-TZVPD

CARTESIAN COORDINATES (ANGSTROEM)
Ba: -0.711 2.075 0.306
C: 4.103 2.728 5.462
C: 3.023 2.169 4.572
C: 1.721 2.002 5.009
C: 0.746 1.465 4.187
C: -0.636 1.406 4.744
O: -1.017 2.220 5.562
C: -1.562 0.298 4.333
C: -2.865 0.594 3.960
C: -3.733 -0.430 3.605
C: -3.317 -1.752 3.676
C: -2.026 -2.050 4.095
C: -1.144 -1.024 4.399
C: 1.016 1.086 2.830
O: 0.080 0.604 2.099
C: 2.356 1.331 2.345
C: 3.295 1.833 3.258
C: 2.835 1.115 0.951
N: 2.050 1.036 -0.060
C: 2.572 0.844 -1.414
C: 3.181 -0.523 -1.697
Te: 1.853 -2.176 -1.393
C: 2.544 -2.663 0.539
C: 3.569 -3.591 0.705
C: 4.037 -3.903 1.977
C: 3.483 -3.286 3.089
C: 2.456 -2.365 2.928
C: 1.978 -2.059 1.659
C: 4.334 1.052 0.807
C: 5.039 -0.062 1.253
C: 6.416 -0.123 1.100
C: 7.102 0.933 0.515
C: 6.405 2.054 0.087
C: 5.025 2.113 0.233
H: 3.727 2.901 6.471
H: 4.479 3.682 5.086
H: 4.956 2.050 5.538
H: 1.435 2.300 6.012
H: -3.188 1.627 3.931
H: -4.734 -0.193 3.270
H: -3.996 -2.551 3.401
H: -1.707 -3.080 4.175
H: -0.123 -1.241 4.690
H: 4.310 1.996 2.915
H: 3.296 1.623 -1.673
H: 1.726 0.978 -2.091
H: 4.073 -0.718 -1.106
H: 3.473 -0.591 -2.746
H: 4.006 -4.065 -0.164
H: 4.836 -4.625 2.094
H: 3.853 -3.518 4.080
H: 2.028 -1.868 3.788
H: 1.175 -1.340 1.550
H: 4.506 -0.882 1.718
H: 6.952 -0.999 1.444
H: 8.178 0.886 0.401
H: 6.933 2.889 -0.355
H: 4.480 2.993 -0.089
C: 0.523 3.434 -2.969
C: -0.310 3.079 -4.190
C: -1.793 3.351 -3.965
C: -0.054 1.637 -4.653
C: -0.488 1.401 -6.108
O: -1.468 0.359 -6.026
C: -1.576 0.034 -4.700
N: -0.831 0.649 -3.883
C: -2.604 -1.013 -4.453
C: -3.259 -1.502 -5.592
C: -4.255 -2.454 -5.506
C: -4.632 -2.941 -4.264
C: -3.991 -2.466 -3.136
C: -2.973 -1.510 -3.194
P: -2.222 -1.020 -1.571
C: -3.757 -0.621 -0.645
C: -4.542 -1.538 0.056
C: -5.712 -1.130 0.677
C: -6.102 0.204 0.626
C: -5.311 1.132 -0.033
C: -4.146 0.720 -0.668
C: -1.750 -2.644 -0.885
C: -1.469 -3.768 -1.657
C: -0.920 -4.907 -1.078
C: -0.649 -4.939 0.280
C: -0.928 -3.822 1.059
C: -1.463 -2.683 0.482
H: 0.286 4.430 -2.595
H: 1.594 3.360 -3.178
H: 0.321 2.729 -2.159
H: 0.035 3.716 -5.015
H: -2.171 2.778 -3.118
H: -2.390 3.098 -4.847
H: -1.952 4.399 -3.711
H: 1.007 1.407 -4.518
H: 0.320 1.061 -6.756
H: -0.960 2.279 -6.550
H: -2.978 -1.118 -6.560
H: -4.737 -2.806 -6.409
H: -5.416 -3.681 -4.171
H: -4.286 -2.850 -2.167
H: -4.221 -2.573 0.122
H: -6.314 -1.850 1.218
H: -7.013 0.518 1.121
H: -5.569 2.183 -0.050
H: -3.542 1.474 -1.164
H: -1.661 -3.759 -2.722
H: -0.695 -5.764 -1.699
H: -0.209 -5.819 0.732
H: -0.702 -3.823 2.115
H: -1.634 -1.810 1.107
O: -2.879 5.610 0.833
Se: -1.892 4.918 -0.234
O: -0.462 4.477 0.546
O: -2.549 3.424 -0.659
O: -1.533 5.746 -1.575

Its charge is -1. For the HOMO energy, the calculation gives -5.4133 eV. The electronic energy is -5721.05635 Ha. As for the LUMO energy: 1.810 eV.

---

2.
C53H50Br2N2O2Ru | ωB97M-V/def2-TZVPD

CARTESIAN COORDINATES (ANGSTROEM)
Ru: -0.798 -0.613 -0.984
C: 1.705 -4.353 -1.130
C: 2.005 -2.943 -0.629
C: 3.377 -2.472 -1.119
C: 1.906 -2.795 0.867
C: 2.354 -3.775 1.731
C: 2.261 -3.606 3.101
C: 1.690 -2.456 3.614
C: 1.239 -1.439 2.788
C: 0.557 -0.228 3.383
C: 1.489 0.582 4.288
C: -0.697 -0.647 4.152
C: 1.378 -1.598 1.391
N: 0.963 -0.607 0.530
C: 1.517 0.594 0.508
C: 0.849 1.729 -0.088
N: -0.333 1.616 -0.686
C: -1.094 2.762 -0.907
C: -1.250 3.344 -2.180
C: -2.041 4.476 -2.309
C: -2.666 5.056 -1.221
C: -2.503 4.489 0.028
C: -1.734 3.353 0.206
C: -1.609 2.762 1.591
C: -2.974 2.327 2.126
C: -0.926 3.752 2.538
C: -0.651 2.771 -3.445
C: -1.493 1.567 -3.862
C: 0.823 2.395 -3.323
C: 1.701 2.883 0.088
C: 1.640 4.228 -0.250
C: 2.729 5.044 0.062
C: 3.870 4.580 0.689
C: 3.972 3.219 1.049
C: 5.058 2.567 1.674
C: 4.998 1.209 1.932
C: 3.888 0.422 1.615
C: 2.796 1.033 1.015
C: 2.871 2.419 0.738
H: 1.647 -4.338 -2.218
H: 0.747 -4.688 -0.738
H: 2.480 -5.059 -0.836
H: 1.229 -2.289 -1.055
H: 4.165 -3.119 -0.732
H: 3.576 -1.455 -0.790
H: 3.413 -2.503 -2.206
H: 2.785 -4.684 1.336
H: 2.621 -4.378 3.769
H: 1.597 -2.350 4.686
H: 0.230 0.419 2.565
H: 1.804 -0.006 5.148
H: 0.969 1.467 4.650
H: 2.375 0.907 3.743
H: -0.457 -1.316 4.975
H: -1.388 -1.156 3.486
H: -1.195 0.233 4.554
H: -2.165 4.918 -3.289
H: -3.268 5.945 -1.345
H: -2.987 4.944 0.882
H: -0.995 1.861 1.536
H: -3.668 3.163 2.185
H: -2.858 1.900 3.119
H: -3.392 1.566 1.471
H: -1.541 4.638 2.683
H: 0.036 4.062 2.136
H: -0.760 3.291 3.509
H: -0.731 3.541 -4.224
H: -1.523 0.857 -3.028
H: -1.065 1.068 -4.728
H: -2.512 1.868 -4.089
H: 0.933 1.517 -2.696
H: 1.396 3.208 -2.884
H: 1.234 2.167 -4.305
H: 0.776 4.649 -0.740
H: 2.675 6.091 -0.206
H: 4.687 5.256 0.904
H: 5.940 3.132 1.948
H: 5.849 0.732 2.402
H: 3.896 -0.636 1.837
Br: -3.364 -1.339 -2.021
C: -2.580 -2.027 -3.667
C: -3.424 -2.578 -4.602
C: -2.926 -2.913 -5.861
C: -1.612 -2.667 -6.168
C: -0.730 -2.125 -5.212
C: 0.610 -1.830 -5.529
C: 1.444 -1.268 -4.595
C: 0.989 -1.030 -3.297
C: -0.316 -1.301 -2.917
C: -1.206 -1.810 -3.901
H: -4.462 -2.739 -4.359
H: -3.590 -3.342 -6.598
H: -1.238 -2.875 -7.162
H: 0.969 -2.050 -6.526
H: 2.465 -1.016 -4.852
H: 1.693 -0.623 -2.575
Br: -6.110 -2.180 4.427
C: -4.589 -2.968 3.587
C: -4.260 -4.275 3.900
C: -3.167 -4.855 3.277
C: -2.427 -4.139 2.356
C: -2.776 -2.830 2.051
C: -3.865 -2.232 2.676
C: -2.018 -2.055 1.002
O: -2.161 -0.809 0.981
O: -1.324 -2.699 0.190
H: -4.850 -4.828 4.615
H: -2.909 -5.878 3.509
H: -1.574 -4.574 1.858
H: -4.117 -1.212 2.428

Its charge is -1. For the HOMO energy (alpha / beta), the calculation gives -3.5548 / -4.2595 eV. As for the multiplicity: 2. The expectation value of S² is 0.992. The electronic energy is -7552.65956 Ha. As for the LUMO energy (alpha / beta): 1.875 / 2.125 eV.